A cluster of 12 separate species, C36H60F4O36 in total in a non-equilibrium geometry, computed with the ωB97M-V functional and the def2-TZVPD basis.

Structure (XYZ):
```
136
Properties=species:S:1:pos:R:3:lowdin_charge:R:1
O 3.34941 1.56571 -3.47100 0.15
C 2.21798 1.32209 -3.74640 -0.56
O 1.37250 0.77465 -2.88474 0.07
C 0.08884 0.58470 -3.49597 -0.01
C 0.42902 0.76134 -4.98320 -0.27
F -0.57541 1.54405 -5.50785 0.05
O 1.62660 1.49249 -4.96126 0.15
H -0.32139 -0.38193 -3.23154 0.11
H -0.56002 1.41979 -3.24683 0.12
H 0.48505 -0.12903 -5.60948 0.16
O 5.05100 -0.90613 1.87475 0.18
C 4.87628 -0.98280 0.70705 -0.54
O 5.39997 -0.11857 -0.19294 0.08
C 4.57364 -0.18561 -1.35243 -0.06
C 4.28725 -1.68002 -1.34373 -0.26
F 5.41011 -2.19885 -1.98589 0.04
O 4.34835 -2.03024 0.02256 0.12
H 3.64506 0.37679 -1.23325 0.12
H 5.18910 0.16520 -2.17092 0.14
H 3.37339 -1.92139 -1.87958 0.14
O -4.58439 -3.84930 -4.48060 0.17
C -4.16861 -3.13535 -3.62668 -0.55
O -4.13799 -3.37616 -2.30592 0.09
C -3.61920 -2.22377 -1.67810 -0.06
C -2.76225 -1.56426 -2.77159 -0.27
F -1.54259 -2.16952 -2.77684 0.05
O -3.55979 -1.94664 -3.89532 0.12
H -4.42892 -1.56132 -1.37162 0.14
H -2.97286 -2.60016 -0.88658 0.13
H -2.60419 -0.49982 -2.62473 0.14
O -4.55262 -1.44810 1.47751 0.20
C -3.98919 -0.70311 2.19784 -0.56
O -2.68219 -0.38891 2.17391 0.07
C -2.36576 0.32955 3.33008 -0.09
C -3.67836 0.99049 3.69759 -0.26
F -3.88365 2.10617 2.93378 0.06
O -4.60287 0.01987 3.19156 0.12
H -2.03398 -0.38089 4.09723 0.12
H -1.51414 0.99997 3.21598 0.12
H -3.77009 1.25045 4.74883 0.17
C 2.31389 6.75770 3.50510 -0.04
O 1.55285 5.82481 2.74608 -0.01
C 0.22819 5.99017 2.74787 -0.62
O -0.36540 7.03447 2.84051 0.14
O -0.32631 4.82213 2.47061 -0.04
C -1.74561 4.67026 2.51959 -0.01
H 2.57988 7.61996 2.89971 0.10
H 3.20083 6.28236 3.92059 0.09
H 1.77686 7.08659 4.39726 0.10
H -2.19483 5.59444 2.87608 0.10
H -1.97347 3.82042 3.15694 0.08
H -2.09579 4.45937 1.50979 0.08
C -4.63112 2.97648 -5.49931 -0.03
O -4.19539 3.45662 -4.23368 0.01
C -3.67165 2.56011 -3.40561 -0.60
O -3.15935 1.51033 -3.72574 0.11
O -3.59290 3.11120 -2.20884 0.03
C -2.71742 2.49859 -1.27559 -0.03
H -4.68706 3.85623 -6.13450 0.10
H -5.55487 2.40425 -5.40977 0.10
H -3.91610 2.29454 -5.96568 0.09
H -3.25453 1.65802 -0.82908 0.10
H -2.46346 3.17204 -0.46247 0.08
H -1.80780 2.10955 -1.72279 0.07
C 0.99784 2.41590 1.43992 -0.04
O 1.51565 1.38945 0.63141 0.01
C 0.78683 0.33243 0.32010 -0.60
O -0.39369 0.41280 0.06605 0.14
O 1.61769 -0.68061 0.09695 0.00
C 0.99673 -1.93280 -0.19174 -0.03
H 0.35097 2.04004 2.22990 0.07
H 0.45911 3.14610 0.82784 0.09
H 1.79858 3.02632 1.85536 0.10
H 0.23550 -2.17263 0.54889 0.11
H 1.76796 -2.70003 -0.14054 0.08
H 0.58663 -1.97810 -1.20058 0.08
C 1.68491 3.22512 5.19274 -0.01
O 1.20483 2.18484 6.03805 0.02
C 0.72223 1.05690 5.56646 -0.61
O 0.64810 0.78927 4.38017 0.09
O 0.46556 0.23744 6.55589 0.02
C -0.09370 -1.05732 6.32422 -0.01
H 1.48389 4.18429 5.66487 0.10
H 1.02847 3.19649 4.31908 0.07
H 2.73746 3.12851 4.94507 0.11
H -1.13685 -1.02512 6.62703 0.10
H 0.44205 -1.74962 6.97026 0.10
H 0.09420 -1.36307 5.29715 0.08
C 2.38224 -2.51417 2.98112 -0.02
O 2.44931 -3.46484 1.92721 -0.03
C 2.69169 -4.72602 2.24405 -0.66
O 2.45542 -5.22076 3.31151 0.13
O 3.17059 -5.37145 1.18373 0.01
C 3.78375 -6.62154 1.55351 -0.03
H 3.38196 -2.37051 3.38807 0.10
H 1.76674 -2.88076 3.80776 0.09
H 1.92706 -1.59906 2.61552 0.09
H 3.00114 -7.27592 1.92986 0.09
H 4.64297 -6.60430 2.21877 0.10
H 4.13402 -7.04275 0.61178 0.10
C -1.39391 -4.68026 -6.79689 -0.02
O -0.44526 -4.81703 -5.75276 0.03
C 0.21426 -3.78224 -5.33423 -0.63
O -0.03862 -2.62884 -5.58288 0.11
O 1.12825 -4.16133 -4.44117 0.01
C 1.97614 -3.17303 -3.85623 -0.03
H -1.09113 -3.98974 -7.58038 0.10
H -2.33336 -4.33300 -6.35844 0.09
H -1.61991 -5.66189 -7.20445 0.10
H 2.93004 -3.66784 -3.70021 0.10
H 1.46411 -2.87957 -2.94209 0.07
H 2.12632 -2.28088 -4.46384 0.10
C -2.54025 -3.54309 3.47121 -0.05
O -2.97606 -3.97483 2.20564 0.01
C -2.19347 -4.67524 1.36916 -0.62
O -2.51699 -4.90766 0.24116 0.15
O -1.12070 -5.15480 1.96371 -0.01
C -0.09982 -5.77484 1.12620 0.03
H -3.34342 -2.88984 3.81851 0.09
H -1.65472 -2.90247 3.46020 0.09
H -2.43763 -4.37106 4.17208 0.10
H -0.47709 -6.70535 0.71087 0.11
H 0.66556 -5.94877 1.87613 0.08
H 0.14117 -5.05855 0.34615 0.10
C 3.36837 4.25443 -1.23046 0.01
O 2.42157 5.33930 -1.12289 0.01
C 1.15909 5.05581 -1.36417 -0.62
O 0.73904 4.03385 -1.85483 0.12
O 0.43028 6.09177 -0.94467 0.02
C -0.97594 5.98697 -0.87840 -0.02
H 3.34685 3.93997 -2.27024 0.09
H 3.05963 3.42650 -0.58973 0.09
H 4.28840 4.65231 -0.81673 0.10
H -1.53635 6.74447 -1.42505 0.10
H -1.26508 6.12516 0.16623 0.08
H -1.29972 5.00509 -1.22465 0.07
```

* HOMO level: -10.7884 eV
* molar mass: 1144.83 g mol⁻¹
* 2S+1: 1
* ΔE to the lowest compared entry with this formula, charge and spin: 0.0 kcal per mole
* LUMO energy: 0.0 eV
* SMILES string: O=C1OC[C@@H](F)O1.O=C1OC[C@@H](F)O1.O=C1OC[C@@H](F)O1.O=C1OC[C@@H](F)O1.COC(=O)OC.COC(=O)OC.COC(=O)OC.COC(=O)OC.COC(=O)OC.COC(=O)OC.COC(=O)OC.COC(=O)OC



A cluster of 2 separate species, C3H10N2 in total in a non-equilibrium geometry, computed with the ωB97M-V functional and the def2-TZVPD basis.

Structure (XYZ):
```
15
Properties=species:S:1:pos:R:3:nbo_charge:R:1
C 2.70698 2.00320 -0.14686 -0.04
N 3.02083 0.76675 -0.34785 -0.58
H 3.35880 2.77740 0.24337 0.18
H 1.80310 2.50693 -0.00045 0.13
H 2.30891 0.10905 -0.71129 0.32
C -1.44171 -1.53948 -0.92911 -0.50
N -0.72450 -0.45933 -0.19060 -0.12
C -1.33942 -0.23440 1.25008 -0.44
H -1.57811 -2.41961 -0.38782 0.27
H -2.53773 -1.43539 -1.11427 0.30
H -0.97236 -1.75976 -1.86481 0.26
H -0.36455 0.49047 -0.57357 0.45
H -2.38979 -0.16798 1.14854 0.26
H -0.74635 0.49273 1.63450 0.23
H -1.10409 -1.13060 1.99015 0.27
```

* charge: +1
* <S²>: 0.76
* HOMO level (spin up / spin down): -13.1703 / -13.1236 eV
* molar mass: 74.13 g mol⁻¹
* 2S+1: 2
* ΔE to the lowest compared entry with this formula, charge and spin: 72.6 kcal per mole
* LUMO energy (spin up / spin down): -3.7 / -8.4 eV



A cluster of 6 separate species, C6H27F4N7O10PS4 in total in a non-equilibrium geometry, computed with the ωB97M-V functional and the def2-TZVPD basis.

Structure (XYZ):
```
59
Properties=species:S:1:pos:R:3:nbo_charge:R:1
N 0.19266 -1.36207 -1.40234 -0.99
H 0.02211 -1.49863 -2.43980 0.45
H 1.25258 -1.35313 -1.50696 0.47
H -0.16844 -2.14725 -0.83109 0.42
H -0.16757 -0.50861 -0.97103 0.46
N 2.08829 -3.89967 -0.42166 -0.91
H 2.63746 -3.98043 0.42829 0.43
H 2.35394 -4.72408 -0.95828 0.41
H 2.39874 -3.03185 -0.91952 0.50
H 1.04720 -3.87197 -0.32243 0.45
N -0.60714 -3.66900 -0.07208 -1.18
S -1.29067 -4.08617 1.29961 2.42
O -1.17899 -5.47000 1.70748 -0.90
O -2.48056 -3.37031 1.67962 -0.89
F -0.21342 -3.44302 2.32476 -0.53
S -1.76803 -4.51801 -1.03680 2.40
O -2.99771 -3.87107 -1.30169 -0.83
O -1.56356 -5.91906 -1.07872 -0.87
F -1.02318 -4.07374 -2.40944 -0.53
N -0.15924 -1.26967 -4.13900 -1.15
S -1.46913 -0.69395 -4.69941 2.43
O -1.71109 -0.74234 -6.13182 -0.91
O -2.18107 0.27477 -3.87803 -0.91
F -2.34980 -2.00932 -4.31676 -0.54
S 0.95015 -0.14998 -4.82355 2.44
O 0.57556 1.22424 -4.95821 -0.90
O 1.68236 -0.73833 -5.89841 -0.91
F 1.96814 -0.09932 -3.62398 -0.49
O 2.94492 -1.44414 -1.07100 -1.30
H 2.98176 -0.49181 -1.00090 0.44
O -0.66780 1.02115 0.07017 -1.12
P -0.38669 1.95560 1.18164 2.44
N 0.94612 2.91365 0.86165 -0.83
C 1.34312 4.17875 1.48681 -0.40
C 1.91809 2.33014 -0.05529 -0.42
N 0.08411 1.13475 2.59149 -0.82
C -0.05775 -0.31798 2.60297 -0.41
C 0.86218 1.73776 3.67723 -0.40
N -1.59847 2.98387 1.65516 -0.82
C -1.90228 3.39086 3.01764 -0.42
C -2.30276 3.75735 0.63025 -0.40
H 1.57648 4.91930 0.71982 0.19
H 2.12778 4.16840 2.24401 0.18
H 0.40015 4.50410 1.93442 0.20
H 2.88550 2.82940 -0.00625 0.19
H 1.52528 2.49286 -1.06446 0.21
H 2.07875 1.25440 0.03825 0.21
H -1.04414 -0.64648 2.27764 0.23
H 0.76974 -0.77642 2.05901 0.19
H -0.05790 -0.67142 3.63826 0.19
H 1.90422 1.49108 3.44835 0.19
H 0.77903 2.82183 3.66254 0.20
H 0.58953 1.35625 4.65986 0.20
H -1.11799 3.96588 3.50777 0.18
H -2.93176 3.73800 3.10844 0.21
H -2.05213 2.48445 3.61838 0.22
H -3.34991 3.84015 0.92239 0.19
H -2.21267 3.31404 -0.35869 0.24
H -1.87411 4.76616 0.64368 0.17
```

* charge: -1
* HOMO level: -6.3178 eV
* molar mass: 592.56 g mol⁻¹
* 2S+1: 1
* ΔE to the lowest compared entry with this formula, charge and spin: 0.0 kcal per mole
* LUMO energy: 2.0 eV



A cluster of 2 separate species, C4H10N2OS in total in a non-equilibrium geometry, computed with the ωB97M-V functional and the def2-TZVPD basis.

Structure (XYZ):
```
18
Properties=species:S:1:pos:R:3:nbo_charge:R:1
N -2.87427 -3.09648 -2.38905 -1.06
C -0.07129 0.27798 0.41089 -0.07
C -1.43153 0.56779 -0.12362 -0.64
S -1.85114 0.24499 -1.96092 -0.13
C 0.58398 0.97271 1.39114 0.53
N 1.96887 0.52753 1.84279 -0.63
C 3.04454 1.27825 1.12869 -0.43
O 0.16734 1.96548 2.07754 -0.50
H -2.73061 -2.07080 -2.43460 0.36
H -1.93920 -3.39937 -2.53996 0.34
H -3.33455 -3.37816 -3.23758 0.35
H 0.52492 -0.44443 -0.17237 0.24
H -1.81597 1.53493 0.13669 0.29
H -2.21228 -0.17337 0.41272 0.37
H 1.91419 0.75073 2.78792 0.37
H 3.01857 0.95822 0.05506 0.20
H 3.01146 2.40444 1.03074 0.19
H 4.02699 1.07955 1.58392 0.21
```

* HOMO level: -8.5786 eV
* molar mass: 134.20 g mol⁻¹
* 2S+1: 1
* ΔE to the lowest compared entry with this formula, charge and spin: 136.7 kcal per mole
* LUMO energy: -3.8 eV



What is the 2S+1 in the first record? 1



2S+1 of number 4 (C4H10N2OS)? 1